Density functional theory data (the ωB97M-V functional and the def2-TZVPD basis) for a 7-piece molecular cluster, C55H120F4N7O8S4 overall.

## Properties
Calculated total energy: -5143.91699 Eh
2S+1: 1
HOMO-LUMO gap: 0.248 Eh
Net charge: +3
HOMO: -11.2 eV
Energy above the lowest of the compared OMol25 structures with the same formula, charge and spin: 6.3789 eV

Geometry as XYZ:
```
198
Properties=species:S:1:pos:R:3:forces:R:3
S -7.5970 0.0037 -0.7951 5.66 -5.29 1.83
S 1.0134 -1.0958 0.7150 8.08 1.21 0.90
S -1.3920 -0.7904 0.7840 -2.74 -1.05 3.89
S -9.0055 1.8195 -0.9703 -3.85 5.18 1.50
F -2.4917 -1.6062 1.6719 0.77 -0.57 -0.81
F 1.9441 -2.2578 0.1444 1.33 -0.98 -0.22
F -10.4809 1.9592 -1.5923 0.33 -0.35 0.33
F -7.6156 -1.4932 -0.2293 -0.36 -1.06 0.07
O -2.1198 -0.5923 -0.4205 1.19 -0.50 -0.69
O -6.8000 0.5755 0.2638 0.12 0.97 -1.43
O -9.0731 2.7090 0.2094 0.25 -2.39 -2.01
O 1.7940 -0.6830 1.8849 -1.49 -0.15 -1.56
O -7.0916 -0.2630 -2.1093 0.39 0.82 -0.14
O -1.2105 0.3011 1.7073 1.02 -0.28 -1.40
O 0.9437 -0.2717 -0.4331 -0.35 1.94 -0.74
O -8.2015 2.3232 -2.0534 0.23 -1.03 0.44
N -3.2529 -6.2678 -1.6127 2.67 0.54 -0.09
N -4.6688 10.5473 6.0178 0.54 -0.10 -0.65
N 3.1683 -6.0648 4.5094 0.23 -0.05 -1.24
N 10.3760 2.1661 -3.7496 0.39 1.64 -1.18
N -9.0697 0.2358 -0.6665 -2.56 3.03 -0.74
N -1.9645 0.2821 -7.2800 -0.40 -0.91 1.15
N -0.1237 -1.9977 0.9162 -7.66 0.00 0.52
C 12.9322 0.4441 -1.4693 1.59 -0.45 1.50
C -5.8192 10.3364 6.9924 -1.42 0.73 -0.88
C -0.8058 0.4932 -8.2765 -1.86 -0.13 0.70
C -2.0488 -5.3247 -2.0458 -0.49 -0.38 0.09
C 13.2435 1.3476 -0.1964 -0.74 -0.49 -1.19
C -4.7860 7.9963 5.3454 -0.76 1.08 -0.88
C 7.0651 1.0479 -1.7015 0.22 1.26 0.35
C -3.2027 11.7891 7.5444 -0.20 -2.32 1.18
C -4.7454 9.4968 4.8013 0.57 -0.51 2.41
C 2.3344 -5.0762 5.3114 -1.76 -1.37 -0.13
C -1.0563 -6.1077 -2.9238 -1.00 1.12 -0.90
C -6.2900 -5.1405 -3.9819 0.70 -0.22 0.61
C -4.3135 -6.3669 -2.6828 -1.07 1.61 -0.02
C -1.7243 1.0036 -5.9066 -1.14 -0.27 -1.08
C 10.8960 1.7306 -5.1285 0.57 1.31 -0.99
C -8.4391 10.1203 7.1205 0.61 -0.44 0.22
C -4.6470 5.5244 4.6072 -1.16 1.07 -0.17
C -1.8266 3.2055 -4.6260 -0.14 -0.16 -0.80
C 3.5598 -7.3542 5.2865 0.16 0.91 0.86
C 4.2704 -7.0924 6.6688 -0.22 -0.62 -0.91
C 10.5330 2.8762 -6.1721 0.93 0.24 1.92
C -3.8919 12.8095 6.7063 -0.15 0.54 -1.39
C 5.5320 -8.1023 8.6516 -0.95 0.07 -0.09
C 0.9961 -5.7331 5.7605 -0.57 0.33 0.20
C -5.4033 -5.9170 1.5595 -0.82 0.24 -0.09
C 10.0873 3.7156 -4.0154 -1.08 -0.52 1.55
C 11.4654 2.0123 -2.6389 -2.13 -0.22 -0.08
C -1.8666 -1.2585 -7.0752 -1.03 -0.02 -0.90
C -4.5595 12.0113 5.4726 -0.11 -0.55 1.68
C -0.1560 -4.7838 6.2038 0.54 0.55 0.44
C -3.4089 0.6200 -7.9023 0.25 0.65 2.08
C 4.7886 -8.3613 7.3496 0.65 -0.51 -1.36
C 8.3088 1.8976 -2.0967 0.59 0.02 -2.09
C 11.6412 0.5339 -2.2163 -0.49 2.08 -0.67
C -7.2309 10.6670 6.3322 0.71 -0.86 0.69
C -4.4743 7.0286 4.1922 0.50 -0.94 1.17
C -5.9877 0.8561 -7.4355 0.29 0.09 0.71
C -1.3787 -7.5379 -2.6279 0.46 -1.51 0.27
C 4.8721 -6.1579 2.8189 2.09 0.66 -0.06
C 3.7498 -6.8738 2.1992 -1.63 0.19 -0.67
C -3.3273 10.4517 6.7571 0.30 0.84 -0.67
C 9.0713 1.4637 -3.4687 -0.53 0.09 2.07
C 4.2916 -5.2662 3.8773 1.11 -0.01 1.29
C 10.7398 4.1971 -5.2625 -0.65 -1.56 -0.85
C -5.2677 -5.0665 -2.8360 1.15 -1.14 -0.08
C -4.9273 -6.5487 0.2468 -0.12 -0.25 0.81
C -0.9670 -0.6590 -9.2462 -0.02 -0.36 -0.88
C -2.4174 -7.5909 -1.5189 -0.33 1.00 0.09
C -3.7982 -5.6925 -0.2571 -0.34 -1.09 -1.66
C -1.6917 -1.7992 -8.5042 0.04 0.11 0.56
C 2.5521 -6.5225 3.1430 -0.05 -1.30 0.39
C -1.8266 2.5265 -6.0041 1.26 0.65 -0.21
C -6.6445 -6.5396 2.1759 0.32 -1.58 0.48
C -4.5986 0.4558 -6.8337 0.36 -0.75 -1.70
C -2.1132 4.7063 -4.7619 0.22 0.13 0.15
H -6.8110 -4.1889 -3.8768 -0.70 -0.42 -0.15
H 6.7035 1.5510 -0.8047 0.33 -0.51 0.65
H -4.1176 5.2670 5.5245 0.51 0.07 -0.30
H 3.8420 -4.3349 3.5328 -0.12 -0.26 -0.45
H -6.8705 -6.0486 -3.8193 -0.61 0.40 -0.26
H -5.6998 -4.8764 1.4274 0.31 0.24 -0.40
H 13.3329 2.4019 -0.4582 0.03 0.04 -0.03
H -5.6340 9.7280 4.2139 0.22 0.07 0.09
H 13.7628 0.6050 -2.1565 0.00 0.07 -0.20
H 0.0495 -4.3908 7.1996 -0.11 -0.46 0.33
H 5.1282 -6.4366 6.5197 -0.15 0.32 0.10
H 14.1974 1.0223 0.2188 -0.10 0.03 -0.04
H -8.6560 10.5900 8.0799 0.07 0.29 -0.19
H 9.0800 1.9351 -1.3273 -0.21 -0.46 0.26
H 9.5089 2.7407 -6.5201 -0.04 0.42 0.08
H 9.3119 0.4153 -3.2919 -0.08 -0.07 -0.65
H 1.1213 -6.4181 6.5991 0.41 0.03 0.11
H 3.5633 -6.7006 7.4000 -0.07 0.63 -0.31
H -9.3303 10.0951 6.4935 0.04 0.32 0.10
H -7.3224 10.1415 5.3816 0.29 0.42 -0.27
H -3.9150 11.9225 4.5981 0.14 0.23 0.22
H 2.6299 -7.8972 5.4557 -0.11 0.21 -0.03
H -2.2379 5.2106 -3.8036 0.04 -0.25 0.11
H -0.3336 -3.8367 5.6944 0.36 -0.28 -0.92
H -4.5226 13.4115 7.3605 -0.67 -0.19 -0.58
H -4.5603 -5.8842 2.2497 0.00 -0.18 0.17
H -5.5553 12.2917 5.1293 0.22 0.30 0.26
H -5.8871 -5.1557 -4.9946 0.34 -0.16 0.11
H 5.4628 -8.9103 6.6923 0.33 0.24 -0.38
H -0.0184 -5.8201 -2.7561 -0.14 -0.08 0.57
H 8.4971 1.6466 -4.3769 -0.29 -0.36 0.26
H 3.9913 -9.1005 7.4271 -0.34 0.20 0.66
H 11.0047 2.5696 -1.8233 0.43 0.09 0.15
H -4.2217 7.8318 6.2633 0.42 0.12 -0.25
H 1.9789 -7.4325 3.3203 -0.40 0.39 0.12
H -1.8525 -7.5075 -0.5904 -0.62 -0.21 0.33
H -3.0403 4.8715 -5.3108 -0.12 -0.14 -0.01
H -2.5749 3.0411 -6.6068 -0.77 -1.04 -0.10
H 4.8335 -7.5817 9.3067 0.06 -0.39 0.56
H 5.5756 -6.9037 3.1891 0.15 0.35 0.55
H -1.5584 -0.4285 -10.1323 0.23 0.40 -0.01
H -3.4275 7.0843 3.8936 -0.04 0.59 -0.33
H -2.4333 0.6352 -5.1652 -0.36 -0.22 -0.39
H 3.5741 -6.4919 1.1935 -0.40 0.11 0.08
H 2.0700 -4.2728 4.6239 0.32 0.15 0.12
H -5.6926 -6.6952 -0.5154 -0.33 0.49 0.20
H -2.8296 -1.6039 -6.6991 0.28 0.16 0.42
H -4.6349 -7.5684 0.4974 0.49 -0.13 -0.08
H -0.8357 2.9377 -4.2591 -0.17 0.44 0.89
H -0.7821 0.5836 -5.5545 0.35 0.61 -0.18
H 12.3696 2.5333 -2.9536 -0.08 -0.22 -0.25
H -4.1908 -4.7131 -0.5303 0.30 0.09 0.19
H 13.0636 -0.5852 -1.1354 -0.03 -0.11 0.00
H -3.0083 -8.5017 -1.6152 -0.29 0.34 0.51
H -2.1698 12.0181 7.8066 0.02 -0.10 -0.39
H -5.1543 7.3334 3.3967 0.24 -0.44 -0.38
H -1.5183 -5.1196 -1.1159 -0.51 0.65 0.00
H -2.9951 -5.6093 0.4752 0.17 -0.03 -0.35
H 0.5839 -6.3805 4.9865 0.26 0.17 -0.44
H -2.4856 -4.4726 -2.5666 0.19 0.18 0.59
H 6.3860 -7.4275 8.5931 0.14 -0.24 -0.47
H -1.1910 -5.8210 -3.9668 -0.30 -0.32 -0.14
H 0.0377 -0.9157 -9.5821 -0.16 -0.30 -0.14
H -6.3562 0.2248 -8.2440 0.49 0.08 -0.22
H -6.5690 -7.5747 2.5091 0.93 -0.41 -0.11
H 10.0725 4.9634 -5.6569 0.54 0.32 -0.07
H 9.0303 3.8797 -4.2247 -0.29 -0.92 0.31
H -4.6476 -4.1928 -3.0366 0.21 0.04 0.34
H 1.9409 -5.7066 2.7571 0.04 -0.08 0.15
H -1.1693 -2.7542 -8.5616 0.18 0.16 0.29
H 11.7495 4.5645 -5.0789 0.08 -0.27 -0.64
H 11.1983 2.8950 -7.0353 -0.02 -0.31 0.14
H 5.8321 -9.0865 9.0113 0.07 0.35 0.54
H -3.1202 13.5140 6.3960 -0.30 0.03 -0.72
H -3.8268 -6.4682 -3.6529 0.21 -0.38 0.15
H -0.9413 1.4849 -8.7080 0.52 -0.06 0.10
H 2.9281 -4.7313 6.1579 0.04 0.05 -0.23
H 11.6288 -0.0320 -3.1478 0.29 -0.50 0.20
H -3.8282 9.6693 4.2383 -0.12 0.09 -0.04
H 11.9836 1.7802 -5.0761 -0.01 -0.41 0.23
H 10.7698 0.2621 -1.6207 0.09 -0.20 0.09
H -8.2205 9.0772 7.3494 -0.08 -0.17 0.05
H -4.3939 1.0158 -5.9213 0.02 0.19 -0.26
H -2.6264 2.7664 -4.0295 0.23 -0.14 0.31
H -3.4766 0.0515 -8.8298 -0.26 -0.01 0.30
H -3.1619 9.4921 7.2470 -0.43 0.29 0.28
H -5.8444 -4.8874 -1.9286 0.22 -0.03 0.08
H 5.4489 -5.5678 2.1067 -0.03 0.08 0.02
H -6.7685 0.7732 -6.6794 0.24 -0.18 0.34
H 8.0107 2.9405 -2.2036 -0.23 0.03 -0.05
H 10.2194 4.2275 -3.0622 0.60 0.07 -0.16
H -2.6952 -2.0214 -8.8670 0.15 0.27 -0.50
H -7.2706 11.7502 6.2172 -0.22 -0.11 -0.26
H -1.7000 -8.1842 -3.4447 0.13 0.44 -0.33
H 4.1283 -7.9644 4.5847 0.31 0.17 0.20
H -4.6228 -0.5982 -6.5571 -0.23 -0.02 0.17
H -0.4802 -7.9939 -2.2121 -0.05 -0.37 -0.14
H -3.3999 1.6911 -8.1046 0.41 -0.13 -0.38
H 5.0405 -4.9371 4.5977 -0.12 -0.28 0.33
H -6.8700 -6.0827 3.1394 -0.67 0.64 -0.54
H 6.1556 1.2215 -2.2765 0.45 -0.29 -0.94
H -1.1090 -5.3128 6.2007 0.17 -0.08 0.18
H 10.5789 0.7332 -5.4329 -0.15 0.12 0.36
H -5.8219 7.7912 5.6155 -0.16 0.04 0.16
H -6.0351 1.9124 -7.7004 0.26 -0.05 -0.36
H -5.7419 11.0351 7.8255 0.51 -0.11 -0.02
H -5.6907 5.3495 4.8685 -0.20 -0.06 -0.14
H -1.3458 5.2714 -5.2908 0.21 -0.23 -0.11
H -4.8739 -7.2643 -2.4209 -0.16 0.10 -0.35
H -7.4371 -6.6937 1.4437 -0.41 1.07 0.21
H -5.7321 9.3166 7.3671 -0.11 0.09 -0.11
H -4.4243 4.8650 3.7683 0.26 0.00 0.24
H 12.4793 1.2614 0.5760 -0.03 -0.10 -0.01
H 3.9823 -7.9266 2.0389 -0.46 -0.10 0.47
H 7.2283 -0.0154 -1.5255 0.10 0.19 -0.04
H -3.7000 11.6816 8.5084 -0.05 -0.04 0.05
H -0.9250 2.8691 -6.5118 0.35 0.07 -0.06
H -2.5751 10.5327 5.9724 -0.02 -0.31 -0.23
H -1.0575 -1.6101 -6.4350 0.05 0.85 0.24
H 0.0907 0.3280 -7.6788 0.06 0.57 -0.10
```
Positions in Å, forces in eV/Å.